# 1
C2H3N4O | ωB97M-V with the def2-TZVPD basis set

XYZ file:
```
10
C2H3N4O ωB97M-V with the def2-TZVPD basis set
C 1.669 -0.611 0.723
C -0.534 0.282 0.332
N -0.096 -1.551 -1.087
N -1.237 -0.988 -1.312
N -1.454 0.177 -0.555
N 0.475 -0.804 -0.219
O 2.229 0.356 0.993
H 1.843 -1.528 1.313
H -0.400 0.907 1.107
H -1.987 -1.228 -1.898
```

Properties
HOMO-LUMO gap = 10.9812 eV
Electronic energy = -10118.9232 eV
Structure (SMILES) = O=C[n+]1cn[nH]n1
Multiplicity = 1
Charge = +1

# 2
C38H50O10S3 | ωB97M-V with the def2-TZVPD basis set

XYZ file:
```
101
C38H50O10S3 ωB97M-V with the def2-TZVPD basis set
C 6.157 0.486 -0.598
C 5.785 -0.705 -1.522
O 4.616 -1.293 -0.914
S 4.773 -1.095 0.660
O 5.837 -1.894 1.135
O 3.515 -1.150 1.291
O 5.231 0.416 0.500
H 6.030 1.462 -1.055
H 7.166 0.378 -0.202
H 6.544 -1.483 -1.532
H 5.518 -0.375 -2.520
O -0.876 -3.179 -3.283
S -0.294 -2.651 -4.474
O -0.141 -3.437 -5.634
O -1.135 -1.366 -4.899
C -1.663 -0.636 -3.775
C -3.133 -0.927 -3.612
C 1.264 -1.912 -4.057
H -1.526 0.434 -3.962
H -1.131 -0.770 -2.829
H -3.683 -0.788 -4.543
H -3.601 -0.311 -2.844
H -3.292 -1.968 -3.320
H 1.045 -1.033 -3.458
H 1.775 -1.707 -4.992
H 1.822 -2.650 -3.484
O -1.323 1.172 2.285
S -0.621 0.279 1.429
O -1.314 -0.470 0.420
O 0.492 1.130 0.688
C 1.086 0.557 -0.500
C 2.362 1.314 -0.766
C 0.394 -0.804 2.400
H 0.367 0.612 -1.318
H 1.271 -0.511 -0.350
H 2.869 1.518 0.175
H 2.118 2.252 -1.264
H 3.017 0.719 -1.403
H 1.289 -0.228 2.622
H 0.652 -1.615 1.719
H -0.153 -1.135 3.273
C 2.312 0.377 5.232
C 1.167 1.165 5.171
C 1.110 2.230 4.278
C 2.112 2.404 3.336
C 3.190 1.528 3.300
C 3.294 0.521 4.257
H 2.411 -0.387 5.992
H 0.410 1.030 5.933
H 0.279 2.923 4.304
H 2.107 3.227 2.634
H 3.984 1.672 2.578
H 4.198 -0.076 4.275
C 5.229 4.586 -0.108
C 5.488 5.024 1.186
C 4.415 5.392 1.988
C 3.120 5.422 1.488
C 2.878 5.000 0.193
C 3.928 4.516 -0.576
H 6.081 4.312 -0.721
H 6.492 5.052 1.585
H 4.585 5.729 3.005
H 2.303 5.778 2.101
H 1.901 5.119 -0.258
H 3.752 4.283 -1.621
C -4.922 3.347 -1.934
C -4.658 2.604 -0.794
C -3.430 1.974 -0.658
C -2.450 2.104 -1.626
C -2.700 2.873 -2.744
C -3.953 3.454 -2.917
H -5.895 3.807 -2.058
H -5.409 2.458 -0.028
H -3.240 1.396 0.237
H -1.526 1.572 -1.442
H -1.948 2.987 -3.517
H -4.097 4.069 -3.797
C -0.929 -4.727 2.075
C -1.409 -6.025 2.234
C -2.078 -6.653 1.189
C -2.326 -5.970 0.002
C -1.864 -4.662 -0.130
C -1.216 -4.019 0.914
H -0.465 -4.255 2.934
H -1.280 -6.564 3.164
H -2.427 -7.672 1.300
H -2.774 -6.472 -0.845
H -2.122 -4.090 -1.015
H -1.073 -2.944 0.882
C -7.151 -2.244 0.928
C -5.955 -2.909 1.174
C -4.777 -2.494 0.558
C -4.799 -1.433 -0.333
C -5.991 -0.746 -0.559
C -7.167 -1.162 0.052
H -8.047 -2.601 1.420
H -5.903 -3.744 1.862
H -3.857 -3.054 0.677
H -3.894 -1.099 -0.823
H -6.023 0.069 -1.272
H -8.094 -0.638 -0.143
```

Properties
HOMO-LUMO gap = 8.9158 eV
Electronic energy = -93195.8262 eV
Multiplicity = 1

no.,LUMO energy (eV)
1,-5.8
2,0.0